No. 1
C26H47AsFN2O5S3 | wB97M-V/def2-TZVPD

As for the total charge: -1. For the orbital gap, the calculation gives 0.233 hartree. The LUMO energy is 0.062 Eh. As for the multiplicity: 1.

Positions of all 85 atoms, in Å:
C 1.690 3.432 -3.719
O 2.350 3.758 -2.502
C 1.491 3.602 -1.358
C 2.390 3.360 -0.093
C 2.917 1.840 -0.118
C 1.761 0.960 0.510
As 2.190 -0.980 0.897
C 2.812 -2.865 1.355
C 3.733 -0.342 2.062
N 3.402 0.876 2.903
C 0.556 -1.569 -0.128
C -0.043 -2.999 0.081
C 0.268 -3.921 -1.200
S -1.304 -4.089 -2.197
C -1.218 -2.816 -3.535
S -0.321 -3.247 -4.866
N -1.902 -1.553 -3.442
C -1.194 -0.467 -4.161
C -1.975 0.906 -3.930
O -3.348 0.790 -4.315
C -3.992 -0.245 -3.557
C -3.290 -1.625 -3.925
C 1.058 -1.088 2.595
O 0.150 -0.031 2.887
C -1.182 -0.217 2.744
C -1.938 -1.442 2.498
C -3.385 -1.533 2.314
C -4.014 -2.944 2.000
C -4.191 -0.312 2.400
C -3.469 0.932 2.677
C -2.010 1.021 2.861
C -1.444 2.436 3.164
C -0.990 3.240 1.847
C -0.348 2.486 4.311
S 3.478 -1.185 -1.055
O 3.666 -2.598 -1.467
O 4.820 -0.590 -1.012
F 2.736 -0.504 -2.436
H 1.601 4.320 -4.413
H 0.656 3.016 -3.599
H 2.281 2.659 -4.295
H 0.739 4.436 -1.241
H 0.892 2.664 -1.526
H 1.913 3.631 0.880
H 3.299 4.026 -0.206
H 3.873 1.865 0.458
H 3.158 1.650 -1.189
H 0.929 0.955 -0.260
H 1.383 1.567 1.363
H 2.496 -3.165 2.399
H 3.942 -2.836 1.394
H 2.540 -3.674 0.643
H 3.970 -1.150 2.818
H 4.695 -0.101 1.551
H 3.559 0.630 3.883
H 4.090 1.600 2.693
H -0.262 -0.838 0.160
H 0.630 -1.429 -1.253
H 0.187 -3.545 1.027
H -1.169 -2.894 0.069
H 0.524 -4.974 -0.886
H 1.096 -3.462 -1.796
H -1.148 -0.609 -5.273
H -0.192 -0.348 -3.677
H -1.446 1.743 -4.450
H -1.938 1.105 -2.819
H -3.868 -0.082 -2.449
H -5.075 -0.225 -3.835
H -3.372 -1.709 -5.052
H -3.900 -2.428 -3.424
H 0.567 -2.105 2.668
H 1.806 -1.141 3.447
H -1.379 -2.407 2.442
H -4.992 -3.104 2.511
H -3.246 -3.730 2.219
H -4.148 -2.963 0.877
H -5.301 -0.307 2.254
H -4.067 1.878 2.750
H -2.310 3.042 3.567
H -1.137 2.639 0.917
H 0.067 3.562 2.024
H -1.596 4.190 1.776
H -0.463 3.439 4.897
H -0.493 1.608 4.988
H 0.696 2.523 3.882

Mulliken atomic charge list, values in e, 2 entries: atom 1 (C): -0.46, atom 2 (O): -0.36

***

No. 2
C26H47ClF9N3O3P2 | wB97M-V/def2-TZVPD

As for the total charge: 0. For the orbital gap, the calculation gives 0.234 hartree. The LUMO energy is -0.006 Eh. As for the multiplicity: 1.

Positions of all 91 atoms, in Å:
C 1.054 -0.499 4.417
C 0.276 -1.172 3.282
N 0.388 -0.616 1.943
C -0.702 0.240 1.486
C -1.018 1.389 2.470
C -0.529 0.733 0.020
C -1.120 -0.415 -0.854
C -1.050 -0.189 -2.379
C -2.438 -0.105 -3.080
C -2.263 -0.712 -4.465
O -2.470 -2.146 -4.433
C -1.396 -2.889 -4.746
O -0.752 -2.809 -5.763
P -1.669 2.202 -0.356
C -3.409 1.980 0.150
C -4.474 2.416 -0.897
C -1.318 3.146 -1.882
C -1.914 4.571 -1.739
N 0.936 0.895 -0.368
C 1.697 2.126 0.049
F 0.912 3.188 0.143
F 2.490 2.424 -1.006
C 2.602 2.195 1.321
F 3.818 1.679 1.130
F 2.017 1.647 2.384
C 2.888 3.683 1.741
F 1.868 4.199 2.414
F 3.218 4.430 0.681
C 4.147 3.756 2.692
F 4.022 4.910 3.364
F 4.182 2.788 3.593
F 5.273 3.848 2.011
C 1.630 -0.447 -0.249
P 3.407 -0.489 -0.927
C 3.940 -2.241 -1.063
C 3.122 -0.044 -2.706
C 1.332 -1.248 1.050
N 2.587 -1.356 1.849
C 1.020 -2.751 0.705
C -0.404 -3.259 1.016
C -0.404 -4.581 1.808
C -1.842 -5.066 2.002
O -2.406 -4.536 3.209
H 0.564 0.373 4.846
H 1.157 -1.229 5.225
H 2.066 -0.253 4.110
H -0.786 -1.165 3.559
H 0.546 -2.229 3.281
H -1.630 -0.351 1.479
H -0.659 1.145 3.468
H -2.090 1.540 2.570
H -0.516 2.317 2.205
H -2.161 -0.558 -0.571
H -0.636 -1.373 -0.647
H -0.592 -1.092 -2.804
H -0.399 0.643 -2.689
H -3.186 -0.646 -2.515
H -2.752 0.919 -3.243
H -2.974 -0.266 -5.156
H -1.272 -0.473 -4.864
H -1.120 -3.616 -3.962
H -3.561 2.585 1.043
H -3.654 0.960 0.461
H -4.062 2.688 -1.862
H -5.224 1.642 -1.017
H -4.984 3.302 -0.510
H -1.706 2.734 -2.819
H -0.243 3.280 -2.019
H -1.303 5.315 -2.246
H -1.920 4.817 -0.673
H -2.956 4.599 -2.046
H 0.868 0.994 -1.394
H 1.177 -1.037 -1.048
H 4.766 -2.407 -0.371
H 3.181 -2.999 -0.875
H 4.327 -2.421 -2.067
H 2.831 -0.937 -3.262
H 2.337 0.699 -2.838
H 4.070 0.344 -3.071
H 3.213 -2.052 1.466
H 3.100 -0.482 1.874
H 1.708 -3.406 1.243
H 1.211 -2.962 -0.350
H -1.054 -2.529 1.499
H -0.894 -3.507 0.069
H 0.080 -5.308 1.146
H 0.109 -4.476 2.763
H -1.917 -6.151 2.017
H -2.468 -4.700 1.181
H -2.721 -3.651 3.005
Cl -5.119 0.507 -3.604

Mulliken atomic charge list, values in e, 2 entries: atom 1 (C): -1.46, atom 2 (C): -0.62

***

No. 3
C26H47N2O5Tl | wB97M-V/def2-TZVPD

As for the total charge: +2. For the orbital gap, the calculation gives 0.079 hartree. The LUMO energy is -0.408 Eh. As for the multiplicity: 1.

Positions of all 81 atoms, in Å:
Tl -2.264 -19.658 5.205
C 1.586 -22.588 7.247
C 1.375 -21.806 5.932
O 0.111 -21.273 5.787
H 1.644 -21.894 8.085
H 2.532 -23.125 7.181
H 0.720 -23.184 7.533
H 1.495 -22.600 5.195
H 2.178 -21.096 5.731
C -2.705 -18.968 10.098
C -1.305 -19.276 10.210
C -1.017 -20.061 8.901
O -2.249 -20.104 8.187
C -3.297 -20.052 9.141
H -2.854 -17.960 9.713
H -3.180 -18.889 11.077
H -1.042 -19.912 11.056
H -0.706 -18.376 10.346
H -0.682 -21.070 9.141
H -0.217 -19.591 8.329
H -3.506 -20.984 9.666
H -4.284 -19.888 8.708
C 0.397 -16.074 8.174
C 1.624 -16.338 7.254
C 1.123 -17.545 6.369
O -0.306 -17.671 6.617
C -0.783 -16.480 7.253
H 0.338 -15.013 8.416
H 0.507 -16.620 9.111
H 2.512 -16.525 7.858
H 1.937 -15.544 6.576
H 1.515 -18.484 6.761
H 1.291 -17.359 5.308
H -1.728 -16.608 7.779
H -0.917 -15.691 6.513
C -2.866 -23.248 1.461
C -1.406 -23.375 1.707
C -1.199 -22.580 2.970
O -2.370 -21.749 3.133
C -3.489 -22.586 2.691
H -3.323 -24.214 1.245
H -3.111 -22.628 0.599
H -0.739 -23.018 0.922
H -1.131 -24.403 1.943
H -0.414 -21.824 2.966
H -0.890 -23.223 3.794
H -4.388 -22.065 2.362
H -3.803 -23.272 3.477
C -3.455 -24.369 6.174
C -4.832 -23.865 6.606
C -4.766 -22.349 6.437
O -3.387 -22.115 6.062
C -2.562 -23.199 6.408
H -3.400 -24.606 5.111
H -3.081 -25.256 6.686
H -4.862 -24.015 7.685
H -5.694 -24.333 6.129
H -5.192 -21.898 7.333
H -5.272 -22.002 5.535
H -2.169 -23.067 7.417
H -1.674 -23.086 5.786
N 4.329 -21.789 9.659
C 4.890 -22.077 10.861
C 6.235 -21.803 10.745
C 6.462 -21.280 9.485
C 5.278 -21.364 8.785
H 3.354 -21.844 9.402
H 4.356 -22.518 11.689
H 7.012 -22.031 11.460
H 7.473 -21.075 9.165
H 5.026 -21.153 7.757
N 0.108 -26.434 8.760
C 0.115 -25.378 9.651
C -0.339 -25.908 10.856
C -0.869 -27.141 10.596
C -0.523 -27.505 9.315
H 0.500 -26.369 7.832
H 0.557 -24.431 9.379
H -0.404 -25.375 11.794
H -1.291 -27.773 11.363
H -0.792 -28.363 8.717

Mulliken atomic charge list, values in e, 2 entries: atom 1 (Tl): 1.16, atom 2 (C): -0.30

***

No. 4
C26H47N5O3Si4W | wB97M-V/def2-TZVPD

The energy above the lowest of the compared OMol25 structures with the same formula, charge and spin comes out at 0.0 kJ/mol. As for the expectation value of S²: 2.019. As for the total charge: +2. For the orbital gap (alpha / beta), the calculation gives 0.228 / 0.186 hartree. The LUMO energy (alpha / beta) is -0.239 / -0.281 Eh. As for the multiplicity: 3.

Positions of all 86 atoms, in Å:
W 0.073 0.740 -0.362
C -3.582 0.430 2.085
C -2.476 0.286 1.113
N -1.324 0.920 1.168
O -1.091 1.818 2.225
C -2.539 -0.600 -0.052
C -3.614 -1.556 -0.420
N -1.452 -0.381 -0.723
O -0.726 -0.911 -1.652
H -3.292 1.002 2.960
H -3.951 -0.550 2.392
H -4.415 0.947 1.597
H -0.722 1.298 2.960
H -4.594 -1.097 -0.286
H -3.574 -2.455 0.200
H -3.506 -1.854 -1.461
C 3.735 2.524 1.115
Si 2.454 3.762 1.655
C 2.215 3.816 3.485
C 2.754 5.436 0.923
Si 0.426 3.003 0.671
Si 0.305 1.934 -2.560
C 1.891 0.904 -2.226
C 0.816 3.716 -2.657
C -0.523 1.360 -4.096
Si -1.413 4.518 0.514
C -2.077 4.824 2.220
C -2.709 3.735 -0.584
C -0.811 6.111 -0.215
H 4.584 2.508 1.803
H 4.118 2.782 0.124
H 3.327 1.510 1.078
H 3.125 4.219 3.939
H 2.036 2.828 3.915
H 1.385 4.472 3.759
H 3.697 5.834 1.310
H 1.965 6.140 1.191
H 2.833 5.402 -0.167
H 2.771 1.542 -2.274
H 1.981 0.049 -2.895
H 1.965 0.448 -1.209
H 1.497 3.992 -1.841
H -0.039 4.395 -2.635
H 1.343 3.885 -3.601
H -0.662 0.279 -4.097
H 0.120 1.640 -4.935
H -1.495 1.835 -4.241
H -2.204 3.912 2.804
H -3.052 5.310 2.131
H -1.420 5.497 2.777
H -2.647 2.644 -0.620
H -2.617 4.104 -1.609
H -3.708 4.005 -0.230
H -0.028 6.563 0.396
H -1.652 6.813 -0.242
H -0.431 6.006 -1.231
C 0.137 -6.184 -3.970
C 0.118 -6.171 -2.462
C -0.701 -5.307 -1.750
C -0.726 -5.298 -0.359
C 0.100 -6.154 0.350
N 0.137 -6.205 1.774
C -0.258 -5.295 2.711
O -0.587 -5.592 3.832
N -0.324 -3.935 2.313
C 0.612 -3.191 1.607
C 1.822 -3.683 1.114
C 2.666 -2.824 0.441
C 2.303 -1.509 0.241
N 1.139 -1.019 0.701
C 0.329 -1.852 1.376
C 0.924 -7.033 -0.345
C 0.923 -7.042 -1.729
H -0.645 -5.548 -4.382
H -0.012 -7.194 -4.354
H 1.096 -5.832 -4.353
H -1.359 -4.635 -2.291
H -1.413 -4.644 0.163
H 0.293 -7.115 2.184
H -0.879 -3.425 2.985
H 2.111 -4.709 1.281
H 3.621 -3.172 0.071
H 2.969 -0.825 -0.263
H -0.590 -1.437 1.771
H 1.562 -7.719 0.202
H 1.563 -7.745 -2.252

Mulliken atomic charge list, values in e, 2 entries: atom 1 (W): -0.07, atom 2 (C): -1.82

***

No. 5
C26H48BF7NO41S10 | wB97M-V/def2-TZVPD

As for the total charge: -1. For the orbital gap, the calculation gives 0.257 hartree. The LUMO energy is 0.048 Eh. As for the multiplicity: 1.

Positions of all 134 atoms, in Å:
N 1.007 5.752 -0.223
C 2.213 4.955 -0.089
O 2.344 4.509 1.266
B 3.719 4.096 1.328
S 3.560 2.139 1.185
O 2.891 1.698 2.396
O 2.774 1.672 0.041
C 5.198 1.232 1.017
F 5.489 1.131 -0.283
F 6.133 2.013 1.588
C 5.272 -0.130 1.724
F 5.060 -0.046 3.033
F 6.530 -0.616 1.581
C 4.314 -1.219 1.188
F 4.657 -2.374 1.804
F 3.055 -0.993 1.485
F 4.446 -1.448 -0.119
O 4.483 4.816 0.319
C 3.554 5.702 -0.273
C 3.633 7.205 0.053
C 4.141 7.598 1.450
C 3.107 7.559 2.560
O 2.123 8.597 2.392
H 0.667 5.868 0.726
H 0.333 5.187 -0.723
H 2.218 4.164 -0.845
H 4.310 4.288 2.361
H 3.704 5.685 -1.365
H 4.313 7.651 -0.675
H 2.647 7.624 -0.153
H 4.982 6.979 1.762
H 4.501 8.630 1.403
H 2.633 6.588 2.683
H 3.601 7.765 3.518
H 1.437 8.399 3.033
C 3.009 1.564 -3.394
C 1.845 1.134 -4.259
O 1.204 2.361 -4.639
S 2.308 3.517 -4.771
O 2.662 3.651 -6.140
O 1.889 4.625 -3.997
O 3.501 2.764 -4.019
H 2.692 1.812 -2.379
H 3.792 0.811 -3.350
H 1.153 0.481 -3.734
H 2.191 0.636 -5.170
C 3.577 2.972 7.115
C 2.349 2.578 6.321
O 1.741 3.824 5.963
S 2.880 4.932 5.744
O 3.164 5.015 4.367
O 2.554 6.068 6.531
O 4.083 4.133 6.453
H 3.317 3.247 8.141
H 4.330 2.189 7.130
H 1.658 1.969 6.897
H 2.617 2.054 5.400
C -1.492 -3.401 -5.395
C -0.501 -2.472 -6.055
O -0.777 -1.182 -5.486
S -1.273 -1.359 -3.972
O -0.158 -1.159 -3.108
O -2.489 -0.657 -3.817
O -1.573 -2.938 -4.034
H -2.483 -3.314 -5.845
H -1.171 -4.443 -5.422
H -0.611 -2.441 -7.136
H 0.526 -2.743 -5.802
C 6.113 -4.524 -0.958
C 5.983 -3.451 -2.013
O 6.403 -4.087 -3.230
S 6.001 -5.638 -3.184
O 4.782 -5.818 -3.883
O 7.153 -6.408 -3.476
O 5.693 -5.730 -1.612
H 7.151 -4.649 -0.642
H 5.493 -4.326 -0.087
H 6.602 -2.583 -1.804
H 4.945 -3.136 -2.134
C -4.773 2.614 -7.457
C -5.068 3.458 -6.236
O -5.430 2.514 -5.225
S -4.605 1.148 -5.446
O -3.474 1.144 -4.604
O -5.529 0.073 -5.475
O -4.113 1.451 -6.949
H -5.694 2.297 -7.952
H -4.135 3.126 -8.172
H -5.876 4.165 -6.403
H -4.179 3.996 -5.898
C -0.685 -2.946 0.426
C 0.078 -2.043 1.364
O -0.796 -1.881 2.497
S -1.641 -3.215 2.713
O -1.018 -4.005 3.712
O -3.015 -2.871 2.782
O -1.346 -3.890 1.291
H -1.446 -2.398 -0.124
H -0.037 -3.462 -0.276
H 0.311 -1.079 0.919
H 0.999 -2.513 1.712
C -6.441 -2.865 2.722
C -6.549 -3.433 1.326
O -7.788 -4.156 1.328
S -8.825 -3.417 2.306
O -9.679 -2.593 1.528
O -9.339 -4.380 3.211
O -7.780 -2.485 3.070
H -6.105 -3.620 3.436
H -5.778 -2.006 2.768
H -5.722 -4.092 1.078
H -6.617 -2.641 0.577
C -8.485 -0.769 8.223
C -9.311 -0.267 7.058
O -8.382 -0.171 5.975
S -7.269 -1.319 6.116
O -7.632 -2.406 5.286
O -5.992 -0.714 6.043
O -7.579 -1.713 7.648
H -7.902 0.037 8.674
H -9.093 -1.247 8.987
H -9.767 0.699 7.255
H -10.086 -0.985 6.780
C 0.059 -8.230 -2.453
C -0.844 -7.229 -1.770
O -0.661 -6.019 -2.517
S -0.377 -6.370 -4.047
O -1.594 -6.279 -4.769
O 0.798 -5.692 -4.453
O -0.052 -7.926 -3.852
H 1.101 -8.096 -2.157
H -0.241 -9.257 -2.264
H -0.588 -7.074 -0.726
H -1.894 -7.520 -1.846

Mulliken atomic charge list, values in e, 2 entries: atom 1 (N): -0.74, atom 2 (C): 0.52

***

no.,total energy (Ha)
1,-5034.559964
2,-3450.340861
3,-1676.216925
4,-2742.904689
5,-8864.796033